Model 1:
# C5H15N3O

A cluster of 2 separate species, C5H15N3O in total (ωB97M-V/def2-TZVPD, the Open Molecules 2025 dataset).

Computed properties:
E_LUMO: 0.9 eV
frontier orbital gap: 9.1 eV

Each line ends with the natural charge from an NBO analysis.
Cartesian coordinates (Å):
H -0.72 2.75 0.95  0.347
N -0.92 1.77 1.10  -0.738
C -1.00 1.10 0.01  0.463
C -0.82 1.64 -1.38  -0.699
N -1.05 -0.30 0.14  -0.465
C -1.58 -0.84 1.38  -0.422
C -1.26 -1.13 -1.03  -0.413
H -1.69 1.40 -1.99  0.223
H -0.71 2.72 -1.33  0.226
H 0.07 1.23 -1.85  0.255
H -2.64 -1.11 1.28  0.183
H -1.02 -1.74 1.65  0.192
H -1.45 -0.09 2.15  0.254
H -0.48 -0.95 -1.76  0.220
H -2.23 -0.97 -1.50  0.180
H -1.19 -2.17 -0.72  0.210
C 2.61 -0.81 1.03  -0.432
N 1.93 0.20 0.25  -0.372
O 2.09 -0.04 -1.16  -0.623
H 2.18 -1.81 0.85  0.164
H 2.45 -0.55 2.07  0.208
H 3.67 -0.83 0.76  0.188
H 0.84 0.15 0.49  0.383
H 2.93 0.36 -1.41  0.466

---

Model 2:
# C5H15N3O

A cluster of 2 separate species, C5H15N3O in total (ωB97M-V/def2-TZVPD, the Open Molecules 2025 dataset).

Computed properties:
E_LUMO: 0.8 eV
frontier orbital gap: 9.5 eV

Each line ends with the natural charge from an NBO analysis.
Cartesian coordinates (Å):
C -1.17 0.28 -2.13  -0.732
C 0.07 0.67 -1.38  0.719
O 0.35 1.83 -1.09  -0.596
N 0.94 -0.46 -0.96  -0.340
C 2.25 -0.13 -0.41  -0.441
N 0.87 -1.66 -1.71  -0.643
H -1.00 0.40 -3.20  0.238
H -1.49 -0.75 -1.93  0.251
H -1.99 0.92 -1.79  0.244
H 2.35 -0.69 0.52  0.194
H 3.06 -0.39 -1.09  0.189
H 2.35 0.92 -0.12  0.244
H 1.26 -1.50 -2.64  0.335
H 1.46 -2.37 -1.29  0.360
C -0.25 0.96 2.37  -0.630
C -1.06 0.32 1.25  -0.253
N -1.95 -0.74 1.72  -0.837
H -0.90 1.43 3.12  0.195
H 0.39 1.75 1.96  0.214
H 0.38 0.23 2.88  0.191
H -1.69 1.09 0.80  0.187
H -0.26 -0.24 0.50  0.225
H -2.56 -0.38 2.45  0.342
H -1.40 -1.48 2.16  0.342

---

Model 3:
# C5H15N3O

A cluster of 2 separate species, C5H15N3O in total (ωB97M-V/def2-TZVPD, the Open Molecules 2025 dataset).

Computed properties:
E_LUMO: 0.8 eV
frontier orbital gap: 7.8 eV

Each line ends with the natural charge from an NBO analysis.
Cartesian coordinates (Å):
C -1.00 -2.36 -0.38  -0.648
C -0.86 -0.90 -0.70  0.053
N 0.06 -0.54 -1.70  -0.837
C -1.48 0.07 0.01  0.247
N -1.47 1.43 -0.42  -0.873
N -2.47 -0.21 0.99  -0.833
H -0.41 -2.65 0.49  0.213
H -0.65 -2.95 -1.23  0.219
H -2.04 -2.62 -0.20  0.219
H 0.70 -1.29 -1.92  0.371
H 0.58 0.31 -1.46  0.384
H -2.28 1.93 -0.08  0.381
H -1.45 1.51 -1.44  0.391
H -2.52 0.53 1.68  0.366
H -2.33 -1.10 1.43  0.377
C 2.81 0.42 0.47  -0.625
C 1.54 1.17 0.87  -0.075
O 1.27 2.20 -0.06  -0.769
H 3.64 1.12 0.36  0.213
H 3.06 -0.31 1.22  0.205
H 2.67 -0.08 -0.49  0.195
H 1.70 1.62 1.86  0.155
H 0.62 0.49 0.94  0.172
H 0.31 2.19 -0.24  0.496

---

If we sort the structures by their calculated energies, the order from most to least stable is model 3, model 2, model 1.